Entry 1:
Formula: C25H54Br2Cl44NO3P2S
Source: the Open Molecules 2025 dataset
Level of theory: the ωB97M-V functional and the def2-TZVPD basis

For the calculated total energy, the calculation gives -27742.3607 a.u. The net charge is +1. For the HOMO-LUMO gap, the calculation gives 0.263 Eh.

Geometry as XYZ:
```
132
Properties=species:S:1:pos:R:3:forces:R:3
O 0.55145 0.75384 -2.54484 0.028 2.380 3.248
Cl 4.78299 1.47355 2.02629 -0.691 -0.646 0.134
C 0.93072 4.71701 2.59210 -0.825 -0.131 0.290
Cl -4.98155 -5.54767 -6.76473 0.085 0.087 -0.038
Cl 8.09794 -0.10835 4.59735 0.557 -0.341 0.776
H -5.43534 6.70536 6.85356 0.267 -0.371 -0.121
Cl 1.40904 4.38420 -4.32890 -0.317 -0.023 -0.009
Cl 0.89289 7.76366 7.81383 -0.037 -0.067 0.064
Cl 0.33710 -12.45186 -6.18053 -0.039 -0.067 -0.055
H -3.18004 -1.77035 9.19263 0.125 0.116 -0.132
H 10.27182 -1.00816 4.40333 -0.144 0.186 0.013
O 4.11420 -0.12299 -1.84903 0.423 3.472 2.188
H -0.81397 -6.54020 -9.64595 0.062 -0.149 0.134
C -0.45399 -11.11521 -7.02483 -0.113 0.041 -0.266
H -0.84852 -10.95715 -4.06748 -0.131 -0.001 0.353
H 5.22700 2.44499 -0.13805 0.359 -0.242 -0.433
Cl -3.17392 0.83977 1.71472 -0.080 0.041 -0.148
H -4.33961 5.58273 7.70402 0.039 -0.119 -0.227
H 10.87490 -1.72067 -1.25293 -0.075 0.060 0.186
Cl -3.50922 6.19503 5.58217 0.170 -0.005 0.012
H 3.06589 3.25208 1.53816 -0.807 0.412 -1.567
H 0.22560 3.11563 -2.20020 1.895 -0.042 1.829
H -3.51235 2.29891 -0.10519 0.027 -0.043 0.167
H -2.29261 -1.24047 2.65106 0.157 -0.185 0.172
H -1.51804 -11.33046 -7.10868 0.138 0.028 0.140
Cl 1.02132 -7.82376 -3.60656 0.199 0.144 0.114
C 2.32967 3.44975 0.67863 -0.792 0.087 0.988
P 0.33487 1.86448 -1.48317 1.774 -4.064 -3.514
H -9.93790 6.90000 3.68813 0.085 -0.186 0.049
P 3.81290 1.55495 -1.65537 2.856 0.337 -5.591
H -5.95160 1.89347 3.99186 -0.179 -0.049 -0.095
C 9.58403 -0.51169 3.72101 0.356 -0.061 0.006
C -7.00358 2.17217 3.99124 0.165 -0.012 0.202
Cl -1.83575 0.16474 9.10008 0.015 -0.015 0.339
C 3.89089 -2.01759 -4.74288 0.030 0.296 -0.002
H -5.01289 2.00589 0.80806 0.131 0.020 0.153
C -3.11144 3.03799 -3.14610 -1.156 -0.156 -0.217
H -0.01798 -11.01643 -8.01762 0.047 0.019 0.192
H 6.67770 0.72219 3.22853 -0.566 0.078 -0.673
H -0.46314 5.84123 7.95933 0.112 0.065 -0.176
H 3.58228 4.66780 -5.20076 -0.189 0.031 0.129
C 2.60171 5.07737 -5.43759 0.439 0.078 -0.286
Br 0.36560 1.91210 2.16494 0.042 1.230 -0.339
Cl 10.35771 0.93936 3.07942 -0.108 -0.034 0.348
H 1.14644 -6.84959 -5.74215 -0.164 -0.023 0.204
H 9.33940 -1.17349 2.89889 -0.108 0.179 0.050
Cl 0.86401 -7.01940 -8.06924 0.166 0.112 -0.420
H -0.15538 4.88501 2.93301 1.560 -0.331 -0.581
H -4.78077 8.36457 4.91150 -0.184 0.121 0.061
Br 2.89199 4.90795 -0.53949 -0.432 -0.848 0.991
C 0.58007 6.02812 7.71074 -0.086 0.011 0.322
Cl -5.77381 4.46449 6.20459 -0.106 0.312 0.215
C -5.75894 8.77712 4.67644 0.167 0.045 -0.203
C -3.94415 2.19973 0.88769 -0.217 0.155 -0.121
C -4.42272 -5.69438 -5.09383 0.172 0.073 0.132
S 2.15787 1.81838 -0.28621 0.663 -0.020 2.000
Cl -0.09912 -0.88357 3.43997 0.022 -0.047 0.149
H -1.87045 0.87515 5.04124 -0.041 0.190 0.041
H 3.69746 -1.48566 -5.67242 0.017 -0.204 0.080
Cl -10.77754 4.70067 3.56562 -0.010 0.071 -0.042
C 5.93223 0.24601 2.58618 0.122 -0.136 0.072
C 0.88616 3.69459 1.36762 0.578 0.415 0.219
Cl -7.54400 2.36481 2.32095 0.082 0.002 -0.188
H 1.22662 5.50948 8.41606 0.003 0.099 -0.191
Cl -0.65731 -5.72078 -4.73319 0.010 0.103 -0.123
C -9.62310 5.98438 3.19054 -0.170 0.142 -0.154
C -2.13516 -1.57252 8.96119 -0.108 -0.227 0.167
H 7.10484 5.19138 3.46975 -0.170 -0.125 -0.092
H -9.60261 6.13798 2.11317 0.037 -0.139 0.147
H -7.13640 3.11598 4.51378 -0.179 -0.155 -0.195
Cl -0.96365 -11.91778 -1.91601 0.087 -0.043 0.009
C 11.12901 -1.51511 -0.21489 0.329 0.131 -0.339
H -4.55491 -4.73758 -4.59195 -0.110 -0.148 -0.101
Cl -6.95645 8.07783 5.77429 -0.238 0.268 -0.059
Cl -5.33200 -6.93105 -4.21927 0.070 0.040 0.065
Cl -7.93015 0.91930 4.82404 0.082 0.043 0.051
H -2.06878 0.83936 6.81167 -0.093 0.264 -0.239
H 0.10114 3.98860 0.59668 1.045 -0.410 0.972
H -3.36927 -5.96776 -5.09670 -0.200 -0.112 -0.075
Cl 9.95989 -2.33620 0.82354 -0.037 -0.228 -0.123
H 2.59062 2.56250 -3.13801 1.050 -0.352 -0.420
C 0.94099 -6.47834 -4.74494 0.338 0.077 0.065
Cl -0.24414 -9.59266 -6.15258 0.287 -0.429 0.249
Cl -2.65450 -9.82968 -3.05360 0.037 0.122 -0.108
C 6.25187 5.35908 2.81491 0.155 0.393 0.060
H 1.45379 4.24430 3.49897 -0.481 0.755 -1.554
H -1.49458 -2.09879 9.66624 0.008 0.142 -0.166
Cl -5.69377 10.53602 4.83621 0.050 -0.023 -0.071
H 3.95493 -1.30903 -3.91870 -0.042 -0.213 -0.104
H -3.08029 3.18424 -4.22460 0.231 -0.156 0.151
H -1.06640 -1.62182 1.41787 0.068 -0.037 0.173
H 5.39168 -0.51368 3.14819 -0.039 0.130 -0.170
H -3.91483 -10.43482 -11.21192 0.122 0.116 -0.127
H -2.21865 -10.72788 -10.75321 0.000 0.129 -0.155
Cl -1.90903 -7.95745 -8.11558 -0.282 0.551 -0.195
H 2.32817 4.81554 -6.45783 -0.119 0.057 0.202
Cl 5.42942 -2.87741 -4.88198 0.057 0.081 0.001
Cl 6.16451 4.04097 1.63833 0.520 0.661 -0.039
Cl -1.78902 -2.15184 7.32696 -0.016 -0.058 -0.005
H -3.42883 3.95725 -2.65635 0.210 -0.167 0.089
H -0.83521 1.64564 -0.68840 1.542 0.212 0.992
Cl -1.24467 2.91373 6.04670 0.100 -0.069 -0.029
N 3.53788 2.12609 -3.12215 -1.194 -0.489 2.977
Cl -4.26891 1.75697 -2.77399 0.071 0.141 -0.065
Cl -2.54222 -10.83699 -13.08552 -0.021 -0.084 0.070
Cl -7.99675 5.56281 3.74143 0.009 0.133 -0.100
H 1.68613 -5.73570 -4.46655 -0.187 -0.102 0.085
H 4.92330 -0.29975 -1.31345 -0.477 -0.389 -0.252
H -1.11457 -5.73710 -8.08420 0.064 -0.207 0.075
C -0.79383 -6.66013 -8.56395 -0.360 0.122 -0.192
Cl -2.60176 -8.48315 -11.36265 -0.074 0.007 -0.128
C -2.87610 -10.22645 -11.46128 -0.058 -0.156 0.129
Cl 4.78153 5.43692 3.79314 -0.005 0.011 -0.004
Cl -1.43482 -3.41815 2.89751 -0.031 0.120 -0.067
H -6.02987 8.52459 3.65262 -0.096 0.051 0.177
C -1.32901 -1.70839 2.47096 -0.199 -0.270 -0.214
Cl -3.69781 3.70865 1.77499 0.003 0.013 -0.049
Cl 0.89926 5.41554 6.08261 0.050 -0.033 -0.054
Cl 2.66188 6.83619 -5.29141 0.024 -0.102 -0.023
Cl 6.75500 -0.52198 1.22495 0.012 0.032 0.063
O 5.23754 2.32308 -1.11434 -3.032 -1.941 0.626
H 1.34292 5.74618 2.33697 -0.260 -1.474 0.146
H 6.37365 6.30085 2.28312 -0.123 -0.163 0.029
H -0.31044 -9.83015 -2.79681 -0.267 -0.193 0.042
C -1.05304 -10.57830 -3.06729 0.147 -0.081 -0.074
Cl -3.92194 1.81161 5.72168 0.140 -0.224 0.050
H 12.12339 -1.89989 0.00326 -0.173 0.091 0.097
C -2.20633 1.43648 5.91188 0.058 -0.369 -0.133
Cl -1.47599 2.62012 -2.57862 -4.598 1.968 -3.181
Cl 2.55847 -3.13784 -4.43374 -0.119 0.115 0.021
Cl 11.12552 0.23852 0.03599 0.079 -0.272 -0.380
C -4.79236 5.83031 6.74534 -0.071 0.044 0.459
```
Positions in Å, forces in eV/Å.


Entry 2:
Formula: C25H54F3MgN2O9S4
Source: the Open Molecules 2025 dataset
Level of theory: the ωB97M-V functional and the def2-TZVPD basis

For the calculated total energy, the calculation gives -3863.3280 a.u. The net charge is +1. For the HOMO-LUMO gap, the calculation gives 0.114 Eh.

Geometry as XYZ:
```
98
Properties=species:S:1:pos:R:3:forces:R:3
H 5.13147 -1.22545 11.69889 -0.117 -0.018 -0.202
H -0.10775 4.79858 4.26669 -0.693 0.463 0.371
C -1.92102 5.12949 -4.02208 0.199 -0.406 0.838
N 4.50946 4.13269 8.57620 0.351 -0.532 -1.431
H 2.57084 -1.55825 2.43326 -0.027 0.126 -0.214
O 5.35114 -2.09742 9.25911 0.454 0.597 0.166
O -5.08995 -2.59454 1.98741 -1.196 -1.519 2.067
C 2.48869 -5.71976 -3.55841 0.061 -0.917 -0.275
H 2.05368 3.38778 -8.09977 0.222 0.175 -0.021
C -7.40809 -3.81819 3.11389 0.629 0.367 0.037
C -3.14163 3.59755 5.06947 1.298 0.067 -0.017
H -0.19139 -1.45332 3.74767 0.058 -0.250 -0.146
H -2.23515 3.74317 5.65703 -0.224 -0.401 0.648
C 3.06586 2.98334 -8.09447 0.563 -0.605 0.649
H -3.44932 2.55269 5.02826 0.244 0.091 -0.152
H -9.28268 -2.05670 -5.51007 0.466 -0.512 -0.205
H 0.13531 -6.76258 -4.57705 -0.675 -0.540 0.030
O 0.81742 -0.79148 1.55763 0.228 1.711 -0.109
H -1.41213 4.78446 -3.12204 -0.585 -0.577 0.287
C -8.72294 -1.84506 -4.59904 -0.313 -0.009 0.564
H -4.21361 -5.48408 1.96495 0.309 0.928 0.117
H 1.18797 -2.68731 2.26773 0.407 -0.374 -1.108
H -5.63937 -1.82673 -6.48796 -0.085 -0.307 -0.079
H -7.68533 -4.83960 3.37454 0.292 -0.101 -0.321
H -0.15673 -5.83586 -3.14131 0.042 0.163 -0.016
H -5.00301 5.16983 -5.88178 -0.012 -0.622 -0.326
C 5.20306 -2.81830 10.21239 -0.182 0.814 0.381
N 9.77163 6.25289 -0.20952 1.369 0.452 0.512
H 4.64543 2.40783 6.07550 -0.729 0.221 -0.748
C 1.21065 -0.68440 0.24549 -2.922 1.068 -1.704
H -9.27085 -2.31320 -3.78127 0.121 0.070 0.097
C 1.42146 -5.32330 -4.54243 0.249 2.445 -0.663
H -8.80037 -0.76158 -4.50867 0.572 0.049 0.266
Mg -3.97050 0.55672 -0.55701 0.688 -0.010 0.084
H 1.18414 -0.45181 4.13195 -0.170 0.408 -0.144
H -7.09271 -0.84038 -6.45171 -0.322 -0.268 0.033
H 6.16712 2.98925 5.97579 0.386 0.810 0.499
H 6.18114 -2.45928 12.27618 0.044 -0.564 -0.313
H 4.41009 -2.75676 12.21206 0.179 -0.051 0.257
H -3.64873 3.88465 -5.99217 -0.539 -0.147 0.398
O -6.05918 -1.57031 -3.79509 -1.203 -0.790 -0.075
H 6.84171 4.83144 -0.39501 0.569 -0.495 -0.170
H 2.39904 -6.80398 -3.49118 0.391 -0.375 -0.211
C 0.89836 -1.43054 3.74660 -0.028 1.584 2.450
S -6.98480 -2.48043 -4.59371 0.534 2.302 -1.264
C -0.60447 4.15537 3.54030 0.450 0.312 0.893
F 2.50278 1.32625 -0.72959 -0.834 -0.498 0.630
H 2.24154 1.01065 -10.91362 0.770 0.091 0.073
C -5.25514 -5.26473 2.19990 0.547 0.205 0.673
O 1.73765 -4.73168 -5.56991 -0.664 -0.895 1.111
H -7.79459 -3.50324 2.14460 0.160 -0.254 -0.074
C 2.57850 0.15674 -0.08296 1.103 -0.513 0.501
H -0.07573 3.21929 3.72000 -0.938 -0.661 -0.108
H -1.43952 6.10554 -4.08176 -0.742 0.360 -0.761
H 3.44513 -5.44066 -4.00048 -0.012 -0.060 0.380
O 3.96952 0.90336 -8.99333 -0.826 2.007 0.322
O 0.02311 -0.31342 -0.49761 2.861 -0.712 0.944
H -7.88025 -3.20128 3.87847 0.501 0.307 0.028
C 5.26458 -2.30727 11.70617 -0.321 0.177 -1.226
H -0.84901 -5.31224 -4.72029 0.530 0.350 -0.134
C 1.48477 -1.65032 2.42478 0.144 -1.669 0.309
H 6.91998 6.18986 -1.43859 0.103 0.449 0.330
H 5.26520 -4.86784 10.65431 -0.446 -0.295 0.134
H 7.63407 4.85902 -2.09928 0.047 -0.859 0.466
H 3.63640 -4.16070 10.25659 -0.049 -0.229 0.723
H -7.20338 -2.63014 -6.95196 0.052 0.420 -0.432
F 3.25652 0.34763 1.08280 -0.776 0.407 -0.173
H 1.91651 2.73617 -10.71263 0.209 0.191 0.245
C -6.72022 -1.85979 -6.35096 0.276 -0.843 1.268
C 4.81909 3.78332 7.51429 0.287 0.828 1.215
H 3.83680 3.75004 -8.17160 -0.175 0.136 -0.517
O -2.73736 3.24688 2.36344 -0.648 0.071 0.475
H 3.29700 2.52332 -7.13371 -0.278 0.022 0.214
S -5.51940 -3.63644 3.08212 0.149 0.328 -2.914
H -5.77017 -5.28131 1.23938 -0.483 -0.033 0.397
F 3.46079 -0.58119 -0.81278 -1.107 -0.221 -0.023
H 4.65156 -4.59705 8.99626 0.722 0.499 -0.157
C 3.19947 1.86050 -9.08980 0.294 -2.015 -1.121
O -4.13109 3.63461 -3.44764 0.398 1.158 0.358
C 8.80893 5.79494 -0.60011 -2.538 -0.842 -0.657
H -0.20563 4.52411 2.59528 -0.782 -0.011 -0.310
H -3.92097 4.23116 5.49287 0.003 0.072 -0.500
H 4.88778 4.13568 5.42858 -0.126 -0.375 -0.016
H -3.34817 5.55342 -6.31949 0.094 0.412 0.444
C 0.01507 -5.74202 -4.21359 0.309 -0.918 -0.005
S -3.77965 5.05907 -3.85925 1.248 -1.637 -1.565
C -3.96339 4.88987 -5.71177 -0.174 1.015 0.507
C 4.69735 -4.19732 10.00930 -0.289 -0.924 0.222
H 1.29070 -2.06204 4.54371 -0.079 -0.585 -0.368
H -5.44823 -6.06766 2.91132 -0.858 -0.024 -0.178
S -2.49515 4.23136 3.48154 1.182 -0.188 -1.489
H 1.41185 -1.71490 -0.04722 0.402 -0.393 -0.931
C 2.13806 1.81089 -10.18080 -0.517 -0.303 -0.219
H -1.66220 4.45281 -4.83645 0.123 0.242 0.020
H 1.21363 1.50188 -9.69291 -0.258 0.305 0.371
C 7.49268 5.31851 -1.12103 0.452 1.290 -0.485
C 5.15945 3.36605 6.15105 -0.166 -0.961 0.485
H 2.38880 -5.46684 -2.50286 -0.237 0.746 -0.212
```
Positions in Å, forces in eV/Å.